[1]
ORCA calculation (ωB97M-V/def2-TZVPD) on an isolated ion of composition C4H12N3 and charge +1.

CARTESIAN COORDINATES (ANGSTROEM)
N: 1.37287 -0.46461 1.50833
C: 1.60472 -1.48014 0.72474
N: 1.10029 -1.55055 -0.53292
C: -0.07780 -0.84099 -1.21284
C: -0.20015 0.66217 -1.11525
C: -1.42421 1.13245 -0.22408
N: -0.68539 1.60664 0.97018
H: 1.18959 -0.56878 2.53270
H: 0.53753 0.39075 1.24295
H: 1.45440 -2.57585 1.17116
H: 1.20147 -2.48414 -0.96431
H: -0.96407 -1.29483 -0.71302
H: -0.09862 -1.00282 -2.27446
H: -0.27678 1.04408 -2.15779
H: 0.81988 1.05446 -1.02602
H: -1.93640 0.18300 -0.05233
H: -2.13403 1.96285 -0.55146
H: -0.33502 2.56251 0.77768
H: -1.14827 1.66382 1.89674

Computed properties:
Molar mass: 102.16 g/mol
E_HOMO: -14.056 eV
ΔE to the lowest compared entry with this formula, charge and spin: 326.0 kJ/mol
Strongest force on any atom: 5.69 eV Å⁻¹
Net charge: +1
Electronic energy: -323.55410 a.u.
Orbital gap: 10.01 eV

Here are the natural (NBO) charges for atoms 1 to 8, given in e: -0.777 0.365 -0.540 -0.225 -0.472 -0.215 -0.852 0.429

***

[2]
ORCA calculation (ωB97M-V/def2-TZVPD) on a 9-piece molecular cluster, C53H88BN4O20 overall.

CARTESIAN COORDINATES (ANGSTROEM)
C: 8.27650 -4.04996 -3.32904
C: 8.11872 -2.68690 -4.14101
C: 6.75843 -2.55722 -4.98000
C: 5.49503 -3.28403 -4.32439
C: 4.13037 -2.40932 -4.45710
N: 3.33866 -2.41671 -3.16758
N: 3.57343 -1.34144 -2.43271
C: 2.83153 -1.39128 -1.26731
C: 3.12085 -0.12669 -0.30653
C: 3.13443 1.20930 -1.23787
C: 1.76050 1.38453 -2.04107
C: 2.12877 1.42873 -3.61727
N: 0.93536 0.90628 -4.39052
C: 1.83149 -2.41255 -0.78345
C: 1.03995 -2.30925 0.58591
C: -0.10840 -1.16315 0.61297
N: -0.34000 -0.83579 2.05823
C: 1.62516 -3.61910 -1.70676
C: 0.62291 -4.79113 -1.38481
C: -0.77271 -4.69776 -2.17507
C: -1.39807 -3.22990 -2.21048
O: -2.76365 -3.25801 -1.69223
C: -3.52566 -2.37652 -2.52116
C: -3.52072 -0.79853 -2.38341
O: -4.20022 -2.89492 -3.41859
C: 2.51584 -3.49798 -2.93612
C: 2.44170 -4.70486 -3.97354
B: 1.25483 -4.49187 -5.09310
O: 0.37442 -5.59251 -5.39924
O: 1.06632 -3.26452 -5.83001
H: 8.01520 -4.98136 -3.93696
H: 9.32151 -4.13528 -2.87228
H: 7.55420 -4.04503 -2.43370
H: 8.97781 -2.66093 -4.90450
H: 8.26558 -1.77641 -3.46853
H: 6.59588 -1.44703 -5.18121
H: 6.95568 -3.06486 -5.99140
H: 5.62638 -3.44628 -3.19694
H: 5.40304 -4.31695 -4.78159
H: 3.50664 -2.69114 -5.35910
H: 4.51231 -1.35031 -4.68313
H: 4.17168 -0.21978 0.10734
H: 2.31275 0.05007 0.46114
H: 4.06720 1.27688 -1.88719
H: 3.18341 2.07409 -0.48367
H: 1.24120 2.37553 -1.80363
H: 0.99466 0.56685 -1.85225
H: 2.34859 2.52086 -3.90116
H: 3.04512 0.78277 -3.85942
H: 0.11386 0.98661 -3.78148
H: 0.79739 1.48380 -5.22710
H: 1.81525 -2.04271 1.39080
H: 0.55142 -3.27080 0.92966
H: -1.10785 -1.52858 0.20819
H: 0.20471 -0.20470 0.08799
H: 0.38077 -0.20413 2.42840
H: -0.23344 -1.73851 2.55381
H: 1.06082 -5.82157 -1.64444
H: 0.35117 -4.87597 -0.27324
H: -0.74389 -5.19513 -3.20950
H: -1.51143 -5.34207 -1.57404
H: -0.79479 -2.49806 -1.58665
H: -1.39302 -2.85129 -3.28228
H: -4.01802 -0.39568 -3.33584
H: -2.47963 -0.33293 -2.36706
H: -4.15770 -0.41684 -1.52231
H: 3.42918 -4.97525 -4.45542
H: 2.11844 -5.64622 -3.39769
H: -0.15969 -5.30842 -6.17926
H: 0.82954 -2.54823 -5.20607
O: 2.62504 -4.15706 2.83994
C: 1.77168 -4.87056 3.29887
O: 1.24198 -5.93765 2.64267
C: 0.17849 -6.49840 3.42556
C: 0.44942 -6.04943 4.84323
C: 1.10516 -4.69864 4.63774
H: -0.77371 -6.11805 3.04355
H: 0.18750 -7.58501 3.33156
H: -0.44815 -6.01255 5.46184
H: 1.15876 -6.73264 5.31943
H: 0.36871 -3.89419 4.56839
H: 1.83724 -4.48389 5.41518
O: -1.14409 4.31829 -3.75575
C: -1.68669 3.59686 -4.54849
O: -1.35499 3.52934 -5.86603
C: -2.26722 2.65508 -6.54325
C: -2.84009 1.76576 -5.46321
C: -2.84499 2.67992 -4.25612
H: -3.03413 3.26216 -7.03246
H: -1.73206 2.08359 -7.30285
H: -3.82348 1.36387 -5.71218
H: -2.16641 0.92182 -5.28119
H: -3.76175 3.27078 -4.19671
H: -2.68235 2.12573 -3.33206
O: 0.94089 1.93342 2.21607
C: 0.87555 3.01164 1.67889
O: 1.36231 3.25739 0.44070
C: 1.22451 4.65866 0.14134
C: 0.12708 5.14965 1.05634
C: 0.30072 4.26769 2.27712
H: 2.17960 5.15098 0.33403
H: 0.96770 4.78678 -0.90776
H: 0.19241 6.21555 1.27162
H: -0.84953 4.95721 0.60119
H: 1.02018 4.68716 2.98409
H: -0.64957 4.06961 2.76832
O: -0.16558 4.24559 7.36645
C: -0.68340 3.46996 6.60460
O: -0.36784 3.37905 5.28659
C: -1.24364 2.43782 4.65008
C: -1.75371 1.55545 5.76525
C: -1.78782 2.50543 6.94408
H: -2.04871 2.98927 4.15566
H: -0.69100 1.87146 3.90033
H: -2.71720 1.09686 5.54391
H: -1.03510 0.75290 5.96157
H: -2.73263 3.05077 7.00004
H: -1.58405 1.99063 7.88269
O: -8.37955 -8.16755 -2.85492
C: -7.81353 -7.19010 -3.26322
O: -8.39686 -5.96596 -3.37710
C: -7.47912 -5.05669 -3.99671
C: -6.10958 -5.64993 -3.75870
C: -6.39356 -7.13822 -3.76192
H: -7.72294 -4.98653 -5.06093
H: -7.58070 -4.06854 -3.54568
H: -5.37236 -5.34221 -4.50118
H: -5.74125 -5.34848 -2.77364
H: -6.35427 -7.55874 -4.76937
H: -5.72350 -7.67766 -3.09360
O: -4.55771 2.74578 5.17865
C: -5.06980 1.97603 4.40976
O: -4.74631 1.89349 3.09178
C: -5.61708 0.95664 2.44567
C: -6.13387 0.06537 3.55190
C: -6.17540 1.00854 4.73697
H: -6.41884 1.51118 1.94943
H: -5.05900 0.39506 1.69478
H: -7.09647 -0.39312 3.32126
H: -5.41639 -0.73763 3.74695
H: -7.12049 1.55348 4.79161
H: -5.97686 0.48806 5.67315
O: 1.12758 6.97995 -1.07423
C: 2.21930 7.23272 -1.51572
O: 3.27678 6.37835 -1.46320
C: 4.44448 7.03348 -1.97712
C: 3.92125 8.14981 -2.85157
C: 2.63055 8.53150 -2.15532
H: 5.03396 7.40634 -1.13466
H: 5.04702 6.32003 -2.54099
H: 4.62367 8.97726 -2.95922
H: 3.69867 7.76467 -3.85128
H: 2.79406 9.27692 -1.37367
H: 1.87750 8.87526 -2.86327
O: 1.21856 7.66006 12.41065
C: 0.69475 6.88122 11.65904
O: 1.00057 6.77692 10.33905
C: 0.11696 5.83232 9.71663
C: -0.38859 4.96094 10.84334
C: -0.41115 5.92244 12.01462
H: -0.68929 6.38209 9.22211
H: 0.66000 5.25905 8.97143
H: -1.35611 4.50292 10.63214
H: 0.32829 4.15797 11.04158
H: -1.35352 6.47190 12.07277
H: -0.20261 5.41554 12.95610

Computed properties:
Molar mass: 1112.11 g/mol
E_HOMO: -10.549 eV
ΔE to the lowest compared entry with this formula, charge and spin: 439.6 kJ/mol
Strongest force on any atom: 4.93 eV Å⁻¹
Net charge: +1
Electronic energy: -3820.78279 a.u.
Orbital gap: 6.81 eV

Here are the Mulliken charges for atoms 1 to 8, given in e: -0.951 -0.475 -0.551 -0.172 -1.038 1.209 -1.047 0.518

***

[3]
ORCA calculation (ωB97M-V/def2-TZVPD) on a 2-piece molecular cluster, C5H8P2 overall.

CARTESIAN COORDINATES (ANGSTROEM)
C: -0.42344 1.80695 0.03956
C: 0.89812 1.32548 0.31098
C: -1.08208 1.15940 -0.97322
C: 1.09910 0.07919 -0.19650
C: -1.74305 -1.58503 0.38049
P: -0.19647 -0.34998 -1.34941
P: 2.73752 -0.69519 -0.33227
H: -0.74118 2.75298 0.52927
H: 1.43388 1.77018 1.08088
H: -1.98456 1.57378 -1.52840
H: -2.36864 -1.72934 -0.42217
H: -1.60740 -0.73850 1.03816
H: -1.31519 -2.54724 0.67972
H: 2.20398 -1.93669 -0.39888
H: 3.08940 -0.88598 1.14180

Computed properties:
Molar mass: 130.07 g/mol
E_HOMO (alpha / beta): -8.244 / -8.243 eV
ΔE to the lowest compared entry with this formula, charge and spin: 256.4 kJ/mol
Strongest force on any atom: 3.96 eV Å⁻¹
Net charge: 0
Electronic energy: -877.86465 a.u.
Orbital gap (alpha / beta): 7.17 / 7.19 eV

Here are the natural (NBO) charges for atoms 1 to 8, given in e: -0.213 -0.251 -0.590 -0.658 -0.542 0.678 0.354 0.212

***

[4]
ORCA calculation (ωB97M-V/def2-TZVPD) on ClO2V as an isolated structure.

CARTESIAN COORDINATES (ANGSTROEM)
O: 1.28320 0.29934 0.12443
V: -0.25212 0.60874 -0.11235
O: -0.67679 1.12066 1.25826
Cl: -0.35431 -2.02875 -1.27032

Computed properties:
Molar mass: 118.39 g/mol
E_HOMO: -9.873 eV
ΔE to the lowest compared entry with this formula, charge and spin: 145.4 kJ/mol
Strongest force on any atom: 5.61 eV Å⁻¹
Net charge: 0
Electronic energy: -1554.60906 a.u.
Orbital gap: 6.82 eV

Table of Mulliken atomic charges, one value per atom, all in e: -0.438 1.502 -0.561 -0.503

***

[5]
ORCA calculation (ωB97M-V/def2-TZVPD) on one molecule with the formula C5H7NO.

CARTESIAN COORDINATES (ANGSTROEM)
C: 1.39440 0.17210 1.09102
N: 0.61671 0.15463 -0.16040
C: -0.40834 1.17381 -0.31544
C: -1.56748 0.55224 -0.61303
C: -1.45711 -0.87397 -0.68903
C: -0.17914 -1.30015 -0.39727
O: 0.52956 -2.27446 -0.29416
H: 2.20907 0.89766 1.01820
H: 1.79383 -0.83324 1.25151
H: 0.72770 0.45085 1.90873
H: 1.26445 0.14035 -0.94967
H: -0.17035 2.21296 -0.13886
H: -2.49799 1.08646 -0.77711
H: -2.25532 -1.55923 -0.93448

Computed properties:
Molar mass: 97.12 g/mol
E_HOMO: -7.365 eV
ΔE to the lowest compared entry with this formula, charge and spin: 171.7 kJ/mol
Strongest force on any atom: 0.43 eV Å⁻¹
Net charge: 0
Electronic energy: -324.65907 a.u.
Orbital gap: 8.13 eV

Here are the natural (NBO) charges for atoms 1 to 8, given in e: -0.415 -0.461 -0.206 -0.135 -0.543 0.626 -0.624 0.204